1.
Formula: C61H65BF9INO33PS
Source: OMol25
Level of theory: the ωB97M-V functional and the def2-TZVPD basis

Geometry (Å):
C 4.024 -0.652 3.569
C 4.155 -1.531 2.762
C 4.351 -2.719 1.859
C 2.974 -3.138 1.341
C 2.256 -4.067 2.117
C 0.992 -4.578 1.764
P 0.329 -5.817 2.955
C 0.838 -7.448 2.188
O -1.335 -5.725 2.987
C 0.371 -4.123 0.557
C 1.101 -3.177 -0.196
C 2.372 -2.677 0.152
C 3.100 -1.690 -0.751
C 3.573 -0.387 -0.048
C 3.743 0.806 -1.007
C 5.086 0.842 -1.765
C 6.356 0.847 -0.868
C 6.195 1.578 0.504
S 0.349 -2.567 -1.714
C -1.372 -2.573 -1.211
C -2.199 -1.574 -1.716
C -3.546 -1.527 -1.335
O -4.425 -0.569 -1.816
C -3.936 0.716 -1.601
O -3.248 1.214 -2.448
C -4.273 1.478 -0.362
C -3.582 2.683 -0.131
C -3.840 3.472 0.999
C -4.784 3.041 1.951
C -5.472 1.838 1.718
C -5.245 1.062 0.574
C -4.020 -2.495 -0.436
C -5.476 -2.438 0.003
O -5.564 -2.028 1.370
C -6.910 -2.079 1.789
C -3.179 -3.525 0.071
B -3.921 -4.547 1.059
C -3.936 -4.453 2.634
O -4.662 -5.565 0.469
C -1.808 -3.601 -0.322
N -0.925 -4.656 0.151
C -0.655 -5.553 -1.032
C -0.965 -7.055 -0.871
O -0.445 -7.808 -1.627
I -2.297 -7.903 0.586
H 3.975 -0.038 4.443
H 5.079 -2.512 1.073
H 4.702 -3.533 2.504
H 2.706 -4.413 3.049
H 0.802 -7.350 1.095
H 1.883 -7.602 2.465
H 0.179 -8.253 2.523
H -1.590 -5.585 3.901
H 2.530 -1.401 -1.641
H 4.004 -2.201 -1.127
H 2.901 -0.121 0.776
H 4.553 -0.584 0.400
H 2.935 0.827 -1.759
H 3.641 1.738 -0.438
H 5.104 1.794 -2.326
H 5.195 0.050 -2.519
H 6.744 -0.168 -0.693
H 7.165 1.366 -1.404
H 6.029 0.829 1.286
H 7.145 2.091 0.727
H 5.431 2.360 0.486
H -1.815 -0.828 -2.407
H -2.836 3.014 -0.850
H -3.293 4.404 1.110
H -4.960 3.643 2.839
H -6.217 1.534 2.452
H -5.814 0.151 0.412
H -6.047 -1.704 -0.588
H -5.983 -3.409 -0.111
H -6.972 -1.952 2.876
H -7.499 -1.296 1.277
H -7.386 -3.046 1.553
H -3.173 -3.798 3.062
H -4.915 -4.036 2.933
H -3.901 -5.469 3.049
H -4.231 -5.763 -0.370
H -1.158 -5.150 -1.922
H 0.417 -5.511 -1.270
O 2.868 4.034 0.399
C 2.309 4.143 -0.639
O 1.138 3.534 -0.946
C 0.724 4.022 -2.225
C 2.029 4.479 -2.823
F 1.852 5.543 -3.646
O 2.767 4.896 -1.684
H 0.021 4.847 -2.091
H 0.243 3.238 -2.806
H 2.583 3.699 -3.350
O -3.995 2.702 -8.850
C -3.826 2.517 -7.694
O -4.163 1.377 -7.037
C -3.675 1.493 -5.695
C -3.577 2.984 -5.528
F -2.557 3.329 -4.702
O -3.272 3.429 -6.837
H -2.704 1.003 -5.618
H -4.358 1.033 -4.986
H -4.499 3.459 -5.186
O -6.878 7.936 -2.536
C -6.538 7.409 -3.538
O -5.373 7.671 -4.190
C -5.271 6.739 -5.267
C -6.707 6.355 -5.497
F -6.816 5.070 -5.925
O -7.264 6.457 -4.199
H -4.659 5.890 -4.955
H -4.814 7.199 -6.140
H -7.249 7.012 -6.180
O 3.158 -9.437 1.494
C 2.692 -10.463 1.863
O 3.212 -11.686 1.583
C 2.451 -12.654 2.311
C 1.149 -11.932 2.526
F 0.570 -12.291 3.698
O 1.558 -10.575 2.615
H 2.956 -12.884 3.251
H 2.333 -13.572 1.739
H 0.430 -12.044 1.713
O 2.087 11.049 0.025
C 1.708 9.930 0.117
O 1.905 9.137 1.195
C 1.185 7.917 0.971
C 1.080 7.892 -0.530
F -0.071 7.291 -0.937
O 1.019 9.271 -0.865
H 0.214 7.976 1.449
H 1.723 7.063 1.370
H 1.931 7.431 -1.036
O 5.039 8.897 -5.292
C 4.190 9.569 -4.813
O 3.864 9.574 -3.495
C 2.894 10.609 -3.297
C 2.306 10.756 -4.674
F 1.919 12.033 -4.920
O 3.401 10.436 -5.515
H 3.395 11.518 -2.962
H 2.158 10.319 -2.553
H 1.475 10.079 -4.886
O 7.426 -2.425 3.064
C 8.310 -1.862 2.516
O 9.545 -1.661 3.044
C 10.355 -1.069 2.024
C 9.322 -0.443 1.124
F 9.722 -0.443 -0.172
O 8.218 -1.319 1.266
H 10.927 -1.847 1.516
H 11.044 -0.341 2.446
H 9.023 0.568 1.410
O -1.729 -13.300 2.364
C -2.548 -12.633 2.899
O -2.854 -12.702 4.218
C -3.781 -11.651 4.497
C -4.381 -11.393 3.140
F -4.718 -10.088 2.992
O -3.311 -11.697 2.263
H -3.242 -10.782 4.880
H -4.518 -11.963 5.233
H -5.240 -12.022 2.896
O 0.289 6.991 3.384
C -0.065 7.768 4.209
O 0.773 8.520 4.960
C -0.031 9.422 5.727
C -1.355 8.707 5.764
F -2.393 9.577 5.794
O -1.367 8.017 4.525
H -0.095 10.382 5.211
H 0.392 9.580 6.716
H -1.460 7.990 6.580

Properties
E_HOMO in hartree: -0.288
SMILES: C#CCc1cc(P(C)O)c2c(c1CCCCCC)Sc1cc(OC(=O)c3ccccc3)c(COC)c(B(C)O)c1N2CC(=O)I.O=C1OC[C@@H](F)O1.O=C1OC[C@@H](F)O1.O=C1OC[C@@H](F)O1.O=C1OC[C@@H](F)O1.O=C1OC[C@@H](F)O1.O=C1OC[C@@H](F)O1.O=C1OC[C@@H](F)O1.O=C1OC[C@@H](F)O1.O=C1OC[C@@H](F)O1
Kohn-Sham gap in eV: 7.599
LUMO energy in eV: -0.24


2.
Formula: C61H69BrF4Ge2NO2PY
Source: OMol25
Level of theory: the ωB97M-V functional and the def2-TZVPD basis

Geometry (Å):
Y 0.292 0.672 -0.778
C 0.660 -3.312 5.853
C 1.257 -3.718 4.496
C 2.697 -4.214 4.681
C 0.424 -4.873 3.936
C 1.224 -2.506 3.587
C 0.489 -2.479 2.433
C 0.398 -1.302 1.663
N -0.340 -1.137 0.558
C -1.351 -1.874 0.088
C -2.093 -2.855 0.783
C -3.048 -3.596 0.141
C -3.274 -3.345 -1.241
C -2.671 -2.341 -1.958
C -1.705 -1.527 -1.291
O -1.099 -0.533 -1.838
C -3.004 -2.061 -3.417
C -1.718 -2.153 -4.253
C -4.023 -3.046 -3.995
C -3.602 -0.652 -3.538
C -3.864 -4.663 0.845
C -3.476 -4.818 2.318
C -5.352 -4.289 0.781
C -3.640 -6.014 0.147
C 1.195 -0.126 2.006
O 1.109 0.898 1.224
C 1.983 -0.186 3.194
C 1.942 -1.337 3.944
C 2.813 1.014 3.632
C 3.657 1.522 2.457
C 1.851 2.105 4.122
C 3.783 0.692 4.776
H 0.658 -4.170 6.520
H -0.367 -2.975 5.728
H 1.228 -2.518 6.328
H 2.703 -5.071 5.347
H 3.341 -3.453 5.110
H 3.114 -4.525 3.726
H 0.456 -5.711 4.627
H 0.819 -5.214 2.981
H -0.617 -4.581 3.819
H 0.006 -3.364 2.059
H -1.931 -2.955 1.841
H -3.996 -3.968 -1.742
H -1.330 -3.169 -4.239
H -0.950 -1.484 -3.868
H -1.936 -1.877 -5.281
H -3.655 -4.068 -3.962
H -4.204 -2.791 -5.036
H -4.974 -2.983 -3.471
H -2.896 0.103 -3.205
H -4.510 -0.574 -2.944
H -3.856 -0.456 -4.576
H -3.651 -3.899 2.874
H -2.434 -5.115 2.418
H -4.085 -5.598 2.768
H -5.526 -3.346 1.295
H -5.942 -5.059 1.270
H -5.702 -4.194 -0.243
H -2.582 -6.265 0.128
H -4.015 -6.014 -0.872
H -4.164 -6.792 0.695
H 2.523 -1.379 4.849
H 3.043 1.844 1.622
H 4.324 0.734 2.114
H 4.260 2.364 2.781
H 1.215 2.451 3.314
H 2.415 2.957 4.490
H 1.228 1.726 4.930
H 4.442 -0.135 4.524
H 3.259 0.474 5.703
H 4.400 1.570 4.956
F -3.770 7.195 -2.532
C -3.233 6.190 -1.866
C -3.254 6.171 -0.470
F -3.816 7.163 0.201
C -2.678 5.103 0.217
F -2.725 5.102 1.545
C -2.071 4.039 -0.445
P -1.137 2.717 0.468
C 0.005 3.835 1.335
C -0.242 4.427 2.570
C 0.641 5.384 3.047
C 1.768 5.729 2.318
C 2.043 5.099 1.113
C 1.159 4.160 0.619
C -2.370 2.065 1.624
C -1.977 1.609 2.881
C -2.910 1.023 3.716
C -4.217 0.852 3.289
C -4.598 1.263 2.020
C -3.679 1.867 1.183
C -2.087 4.068 -1.837
Br -1.366 2.611 -2.814
C -2.658 5.118 -2.548
F -2.662 5.083 -3.875
H -1.117 4.164 3.148
H 0.437 5.869 3.991
H 2.426 6.501 2.683
H 2.931 5.352 0.559
H 1.349 3.675 -0.343
H -0.950 1.721 3.201
H -2.617 0.700 4.704
H -4.941 0.393 3.942
H -5.611 1.112 1.682
H -3.973 2.193 0.193
C -0.119 1.218 -5.813
Ge 1.475 2.154 -5.075
C 1.164 4.093 -4.719
C 3.056 1.963 -6.280
Ge 1.975 1.013 -2.819
C 2.379 -0.914 -3.110
C 2.607 -1.805 -2.062
C 3.012 -3.103 -2.316
C 3.169 -3.540 -3.624
C 2.896 -2.680 -4.674
C 2.494 -1.383 -4.416
C 3.647 1.755 -2.033
C 4.150 2.942 -2.567
C 5.356 3.460 -2.137
C 6.069 2.815 -1.138
C 5.570 1.648 -0.579
C 4.368 1.126 -1.017
H -0.676 1.904 -6.445
H -0.786 0.864 -5.032
H 0.180 0.369 -6.420
H 0.355 4.443 -5.354
H 2.051 4.665 -4.974
H 0.902 4.302 -3.685
H 2.819 2.496 -7.197
H 3.266 0.929 -6.535
H 3.950 2.401 -5.848
H 2.480 -1.479 -1.025
H 3.216 -3.779 -1.500
H 3.496 -4.549 -3.822
H 3.000 -3.019 -5.693
H 2.282 -0.711 -5.238
H 3.598 3.443 -3.353
H 5.743 4.366 -2.577
H 7.009 3.221 -0.796
H 6.127 1.147 0.198
H 3.996 0.209 -0.574

Properties
E_HOMO (spin up / spin down) in hartree: -0.463 / -0.463
ΔE to the lowest compared entry with this formula, charge and spin in kcal per mole: 6.4
Net charge: +2
Spin multiplicity: 2
<S²>: 0.755
Kohn-Sham gap (spin up / spin down) in eV: 5.257 / 5.112
LUMO energy (spin up / spin down) in eV: -7.35 / -7.48